{"formula": "C40H84B3O26PS11", "method": "ωB97M-V/def2-TZVPD", "lumo_energy_ha": 0.01324, "e_above_lowest_kcal_mol": 37.64, "mol_weight_g_mol": 1397.23, "elements": ["O", "P", "O", "O", "B", "O", "B", "O", "B", "S", "O", "H", "H", "H", "H", "C", "C", "C", "S", "O", "O", "C", "H", "H", "H", "H", "H", "H", "H", "H", "C", "C", "C", "S", "O", "O", "C", "H", "H", "H", "H", "H", "H", "H", "H", "C", "C", "C", "S", "O", "O", "C", "H", "H", "H", "H", "H", "H", "H", "H", "C", "C", "C", "S", "O", "O", "C", "H", "H", "H", "H", "H", "H", "H", "H", "C", "C", "C", "S", "O", "O", "C", "H", "H", "H", "H", "H", "H", "H", "H", "C", "C", "C", "S", "O", "O", "C", "H", "H", "H", "H", "H", "H", "H", "H", "C", "C", "C", "S", "O", "O", "C", "H", "H", "H", "H", "H", "H", "H", "H", "C", "C", "C", "S", "O", "O", "C", "H", "H", "H", "H", "H", "H", "H", "H", "C", "C", "C", "S", "O", "O", "C", "H", "H", "H", "H", "H", "H", "H", "H", "C", "C", "C", "S", "O", "O", "C", "H", "H", "H", "H", "H", "H", "H", "H"], "coordinates": [[4.57777, 0.99589, -6.94009], [4.25615, 0.13595, -5.73041], [4.73822, 0.98844, -4.39250], [2.58178, -0.06371, -5.75009], [5.20455, -1.53472, -5.94190], [5.65113, -2.35665, -4.89466], [6.94667, -2.88874, -5.19383], [7.32164, -3.23947, -6.52749], [6.87339, -2.12286, -7.29377], [8.00914, -0.98703, -8.17615], [5.45278, -1.92399, -7.27896], [5.34452, 0.38409, -3.94063], [2.45061, -0.60673, -6.53537], [7.78533, -3.02541, -4.37029], [7.26907, 0.17136, -8.26185], [1.54506, -0.44033, -0.97850], [2.20114, -0.95864, 0.30625], [3.69529, -1.14491, 0.01312], [4.10274, 0.03341, -1.27270], [4.46949, -0.70011, -2.46453], [4.94688, 1.07099, -0.72422], [2.45307, 0.67482, -1.48779], [0.54002, -0.08228, -0.80144], [1.49240, -1.24601, -1.71699], [2.07109, -0.22274, 1.10366], [1.74900, -1.88806, 0.64503], [4.30936, -0.94387, 0.88887], [3.90723, -2.14374, -0.36704], [2.28785, 0.92380, -2.53501], [2.36304, 1.56947, -0.86993], [5.38714, 5.36609, -5.36865], [4.39483, 4.30225, -5.84506], [3.06131, 4.57328, -5.14300], [3.02044, 6.33321, -4.80671], [3.03948, 6.53120, -3.37258], [2.02644, 6.95937, -5.64965], [4.64466, 6.69538, -5.45281], [6.29284, 5.37474, -5.97502], [5.67562, 5.16396, -4.33331], [4.26490, 4.38426, -6.92698], [4.75084, 3.29546, -5.63520], [2.21247, 4.30869, -5.77038], [2.99657, 4.04810, -4.19007], [5.10840, 7.48624, -4.86619], [4.52693, 7.01508, -6.48883], [10.50082, 2.81600, -4.50438], [10.49015, 1.91253, -3.26680], [9.08276, 1.31922, -3.14427], [8.42197, 1.25531, -4.80857], [7.30259, 2.15887, -4.89492], [8.32702, -0.12540, -5.23513], [9.82561, 2.01271, -5.61035], [11.51282, 3.10806, -4.78409], [9.93026, 3.72625, -4.30212], [11.21897, 1.10843, -3.39730], [10.76522, 2.45940, -2.36498], [9.10075, 0.31414, -2.72724], [8.42834, 1.95549, -2.54915], [9.48706, 2.62455, -6.44427], [10.47430, 1.21290, -5.97030], [-3.95211, -1.70065, 0.45123], [-3.84388, -2.27856, -0.96089], [-2.35701, -2.29986, -1.33510], [-1.45727, -2.45488, 0.20675], [-0.68756, -1.24606, 0.41746], [-0.84533, -3.76212, 0.27790], [-2.88614, -2.41390, 1.27431], [-4.94266, -1.84596, 0.87095], [-3.74927, -0.62567, 0.42698], [-4.24094, -3.29652, -0.96832], [-4.42171, -1.69812, -1.67957], [-2.11114, -3.14289, -1.97797], [-2.04960, -1.36878, -1.81117], [-2.63981, -1.89920, 2.20141], [-3.17453, -3.44454, 1.48259], [-4.76178, -7.04241, 4.35233], [-6.19927, -7.21024, 3.84826], [-6.90257, -5.85851, 4.00667], [-5.61864, -4.61407, 3.88913], [-5.50920, -3.94439, 5.16577], [-5.77705, -3.88105, 2.65384], [-4.25226, -5.74980, 3.72710], [-4.13533, -7.89220, 4.07973], [-4.76074, -6.95682, 5.44321], [-6.18297, -7.49592, 2.79354], [-6.72906, -7.99363, 4.39079], [-7.63796, -5.68955, 3.22255], [-7.37445, -5.76306, 4.98449], [-3.37632, -5.34756, 4.22574], [-4.05171, -5.87974, 2.66324], [0.50624, -7.47397, 6.50058], [-0.62008, -8.41200, 6.94603], [-1.75976, -8.27412, 5.93146], [-0.99393, -7.80480, 4.37932], [-1.42949, -6.47163, 4.03514], [-1.08956, -8.90404, 3.44872], [0.67591, -7.71166, 5.00438], [1.43161, -7.66620, 7.04310], [0.21696, -6.43579, 6.68364], [-0.25487, -9.44204, 6.95169], [-0.96261, -8.18145, 7.95486], [-2.29752, -9.21053, 5.79610], [-2.45475, -7.48462, 6.21476], [1.21385, -6.91250, 4.49838], [1.15661, -8.67078, 4.80950], [-7.83137, -0.21445, 6.08014], [-9.09133, -0.00609, 6.92690], [-10.19255, -0.89219, 6.33545], [-9.35677, -2.27687, 5.56239], [-9.58114, -2.21200, 4.13492], [-9.61757, -3.47693, 6.32382], [-7.69593, -1.72231, 5.90219], [-6.94863, 0.21223, 6.55563], [-7.95691, 0.26713, 5.10663], [-8.89044, -0.30754, 7.95805], [-9.39733, 1.04017, 6.94627], [-10.86859, -1.26520, 7.10213], [-10.75799, -0.36932, 5.56490], [-7.03732, -2.00187, 5.08304], [-7.36799, -2.19942, 6.82566], [2.98486, 10.91389, -2.13725], [3.47583, 10.21663, -0.86475], [4.72603, 9.41317, -1.23627], [5.47420, 10.26553, -2.62298], [5.39936, 9.40637, -3.78001], [6.71429, 10.87500, -2.20267], [4.22374, 11.53044, -2.77748], [2.22965, 11.66934, -1.92003], [2.54202, 10.17771, -2.81324], [3.73050, 10.96808, -0.11241], [2.70825, 9.57214, -0.43628], [5.44024, 9.37043, -0.41642], [4.47166, 8.40366, -1.56120], [4.08551, 11.78615, -3.82614], [4.56491, 12.40321, -2.21972], [-10.36378, -2.38230, -1.10145], [-10.35007, -2.46706, 0.42897], [-8.96237, -2.95993, 0.84924], [-7.83277, -2.42470, -0.43407], [-7.30150, -3.59156, -1.09983], [-6.97639, -1.38454, 0.08983], [-9.06709, -1.68076, -1.48911], [-11.23591, -1.84194, -1.46990], [-10.38550, -3.38903, -1.52726], [-10.53106, -1.47512, 0.85042], [-11.13099, -3.12822, 0.80405], [-8.65298, -2.53321, 1.80159], [-8.92053, -4.04718, 0.89877], [-8.79416, -1.82286, -2.53303], [-9.10852, -0.61697, -1.25261], [0.27958, 3.31462, 1.59020], [1.33198, 4.24528, 2.20136], [1.08321, 4.28882, 3.71331], [0.32733, 2.72068, 4.14220], [-1.02051, 2.96817, 4.59636], [1.26096, 1.93539, 4.91487], [0.25730, 2.07667, 2.47865], [0.51439, 3.06148, 0.55599], [-0.69863, 3.80232, 1.60465], [2.33000, 3.84543, 2.00394], [1.28872, 5.24403, 1.76670], [2.00884, 4.40388, 4.27346], [0.38592, 5.08117, 3.98268], [-0.63964, 1.47305, 2.35332], [1.14671, 1.46606, 2.32233]], "mulliken_charge": [-0.71, 1.02, -0.46, -0.57, 0.29, -0.20, 0.51, -0.45, 0.65, -0.38, -0.05, 0.17, 0.33, -0.13, 0.15, -0.54, 0.14, -1.00, 1.25, -0.65, -0.79, -0.44, 0.46, 0.18, -0.31, 0.36, 0.40, 0.34, 0.39, 0.16, -0.72, 0.20, -0.59, 1.22, -0.63, -0.73, -0.42, 0.46, 0.25, 0.31, -0.46, 0.39, 0.23, 0.21, 0.36, -0.52, -0.61, -0.78, 1.18, -0.53, -0.71, -0.86, 0.38, 0.25, 0.30, 0.33, 0.38, 0.40, 0.42, 0.34, -0.15, -0.58, -0.77, 1.14, -0.47, -0.76, -0.69, 0.04, 0.26, 0.25, 0.38, 0.42, 0.31, 0.61, 0.07, -0.48, -0.93, -0.64, 1.34, -0.67, -0.54, -0.92, 0.26, 0.21, 0.33, 0.39, 0.33, 0.38, 0.61, 0.33, -0.58, -0.74, -0.42, 1.08, -0.56, -0.70, -0.71, 0.36, 0.29, 0.30, 0.34, 0.43, 0.18, 0.40, 0.35, -0.73, -0.64, -0.67, 1.13, -0.58, -0.71, -0.12, 0.40, 0.29, 0.29, 0.34, 0.33, 0.34, -0.02, 0.33, -0.50, -0.65, -0.49, 1.06, -0.63, -0.70, -0.75, 0.34, 0.26, 0.31, 0.33, 0.33, 0.26, 0.40, 0.36, -0.64, -0.67, -0.33, 1.41, -0.73, -0.71, -0.87, 0.36, 0.29, 0.27, 0.37, 0.20, 0.26, 0.43, 0.35, -0.80, -0.58, -0.71, 1.14, -0.68, -0.67, -0.10, 0.32, 0.37, 0.26, 0.39, 0.38, 0.36, 0.43, -0.21]}

=====

{"formula": "C3H13N2OS2", "method": "ωB97M-V/def2-TZVPD", "spin_multiplicity": 2, "lumo_energy_ha": [-0.30409, -0.44790], "total_charge": 2, "e_above_lowest_kcal_mol": 18.47, "mol_weight_g_mol": 157.28, "elements": ["S", "S", "C", "C", "C", "N", "N", "H", "H", "H", "H", "H", "H", "H", "H", "H", "H", "H", "H", "H", "O"], "coordinates": [[1.85491, 3.94849, 1.57616], [1.70725, 2.04834, 1.04626], [0.46108, 1.57171, -0.15756], [0.54525, 0.06408, -0.46744], [-0.23007, -0.16432, -1.77951], [-1.00106, -1.41519, -1.76495], [-0.01715, -0.66999, 0.78433], [3.03287, 4.42895, 1.11606], [0.72137, 2.10824, -1.08651], [-0.59890, 1.82130, 0.02912], [1.58099, -0.27600, -0.58008], [0.33263, 0.08130, -2.70621], [-0.97668, 0.64889, -1.82376], [-0.56720, -2.10138, -1.16607], [-1.13965, -1.71936, -2.71901], [0.78955, -1.11202, 1.22632], [-0.75600, -1.32695, 0.51000], [-0.33010, -0.02568, 1.51278], [-1.93924, -2.12610, 2.71983], [-1.93899, -3.32099, 1.80737], [-1.53086, -2.46333, 1.92289]], "lowdin_spin": [0.40, 0.44, 0.08, 0.00, 0.00, 0.00, 0.00, 0.04, 0.02, 0.00, 0.00, 0.00, 0.00, 0.00, 0.00, 0.00, 0.00, 0.00, 0.00, 0.00, 0.00]}

=====

{"formula": "C5H5ClNP", "method": "ωB97M-V/def2-TZVPD", "spin_multiplicity": 3, "lumo_energy_ha": [0.02508, -0.11032], "mol_weight_g_mol": 145.53, "elements": ["C", "C", "C", "C", "C", "N", "P", "Cl", "H", "H", "H", "H", "H"], "coordinates": [[0.53726, 0.35955, -1.35552], [-0.82662, 0.52033, -1.02062], [1.47064, -0.59529, -1.08379], [-1.66480, -0.22656, -0.34422], [1.36125, -2.67093, 0.27647], [1.32695, -1.66945, -0.31934], [-1.53406, -2.01191, 0.36821], [-3.36428, 0.34940, -0.18463], [0.87377, 1.17406, -1.98061], [-1.16834, 1.37163, -1.47148], [2.44868, -0.58417, -1.49960], [-1.13137, -1.84694, 1.70729], [-2.89827, -2.19011, 0.79587]], "lowdin_spin": [0.32, 0.20, 0.46, 0.44, 0.22, 0.12, 0.08, 0.10, 0.01, 0.00, 0.02, 0.03, 0.00]}